(1)
The following is a DFT calculation (ωB97M-V/def2-TZVPD) of the molecule C3H6N2O.

Positions of all 12 atoms, in Å:
C (0.97, 0.66, 0.51)
O (1.40, 1.24, 1.49)
H (-1.09, 1.15, 0.89)
C (-1.19, -0.41, -0.66)
N (-0.91, -1.02, 0.63)
H (-2.21, -0.12, -0.92)
H (-1.73, -1.05, 1.22)
H (2.75, 0.30, -0.39)
N (1.75, 0.24, -0.52)
C (-0.51, 0.37, 0.40)
H (-0.64, -0.84, -1.49)
H (1.41, -0.34, -1.26)

Properties
F_max   0.0094 hartree/bohr
Multiplicity   1
Orbital gap   10.6 eV
E_HOMO   -9.6 eV
SMILES   NC(=O)[C@H]1CN1
Total charge   0

Charges per atom according to Löwdin partitioning, unit e:
1 C -0.506
2 O 0.050
3 H 0.143
4 C -0.149
5 N 0.034
6 H 0.106
7 H 0.098
8 H 0.110
9 N 0.171
10 C -0.236
11 H 0.092
12 H 0.088

***

(2)
The following is a DFT calculation (ωB97M-V/def2-TZVPD) of a cluster of 2 separate species, C3H6N2O in total in a non-equilibrium geometry.

Positions of all 12 atoms, in Å:
H (-1.07, 1.87, 1.74)
H (1.29, 1.41, 1.30)
O (0.78, -0.09, -4.38)
H (0.24, -0.25, -5.11)
H (1.78, -1.20, 1.00)
C (-0.71, 0.85, 1.62)
N (-0.28, -1.30, 1.57)
C (-1.31, -0.41, 1.66)
H (0.11, -0.01, -3.67)
C (0.86, -0.76, 1.36)
H (-2.30, -0.75, 1.68)
N (0.61, 0.65, 1.22)

Properties
F_max   0.0767 hartree/bohr
Multiplicity   1
Orbital gap   9.6 eV
E_HOMO   -8.9 eV
SMILES   c1c[nH]cn1.O
Total charge   0

Charges per atom according to Löwdin partitioning, unit e:
1 H 0.100
2 H 0.137
3 O -0.044
4 H -0.007
5 H 0.111
6 C -0.115
7 N -0.002
8 C -0.142
9 H 0.051
10 C -0.183
11 H 0.073
12 N 0.022

***

(3)
The following is a DFT calculation (ωB97M-V/def2-TZVPD) of the molecule C3H6N2O in a non-equilibrium geometry.

Positions of all 12 atoms, in Å:
N (-1.37, 0.53, 0.09)
H (0.54, -1.22, -0.85)
C (0.67, -0.85, 0.18)
O (0.11, -1.71, 1.13)
H (-0.74, -2.04, 0.82)
H (0.33, 1.01, 1.22)
C (0.75, 1.41, -0.78)
N (1.26, 2.08, -1.58)
H (1.74, -0.81, 0.38)
H (-1.63, -0.29, -0.44)
H (-1.73, 1.33, -0.41)
C (0.08, 0.57, 0.24)

Properties
F_max   0.0229 hartree/bohr
Multiplicity   1
Orbital gap   10.9 eV
E_HOMO   -10.4 eV
SMILES   N#C[C@@H](N)CO
Total charge   0

Charges per atom according to Löwdin partitioning, unit e:
1 N 0.051
2 H 0.130
3 C -0.244
4 O -0.039
5 H 0.085
6 H 0.146
7 C -0.183
8 N 0.149
9 H 0.128
10 H 0.072
11 H 0.081
12 C -0.375

***

(4)
The following is a DFT calculation (ωB97M-V/def2-TZVPD) of the molecule C3H6N2O in a non-equilibrium geometry.

Positions of all 12 atoms, in Å:
H (2.17, 2.86, -0.98)
N (0.41, 0.30, 0.03)
C (-0.56, -2.28, 0.14)
H (-1.58, 0.84, 0.47)
C (1.71, 1.88, -0.72)
C (-0.83, 0.06, 0.34)
H (-1.02, -2.87, -0.64)
H (-0.47, -2.68, 1.15)
N (0.68, 1.68, 0.10)
H (2.20, 0.98, -1.36)
O (-1.41, -1.12, 0.27)
H (0.42, -1.93, -0.24)

Properties
F_max   0.0964 hartree/bohr
Multiplicity   1
Orbital gap   10.1 eV
E_HOMO   -9.1 eV
SMILES   C=N/N=C/OC
Total charge   0

Charges per atom according to Löwdin partitioning, unit e:
1 H 0.051
2 N -0.040
3 C -0.040
4 H 0.136
5 C -0.060
6 C -0.236
7 H 0.086
8 H 0.095
9 N -0.072
10 H 0.100
11 O -0.098
12 H 0.079

***

(5)
The following is a DFT calculation (ωB97M-V/def2-TZVPD) of a cluster of 3 separate species, C3H6N2O in total in a non-equilibrium geometry.

Positions of all 12 atoms, in Å:
C (-0.86, 1.59, 0.98)
H (-1.87, 1.86, 1.35)
H (-0.55, 2.01, 0.01)
H (1.68, 0.07, 1.38)
N (0.72, -2.04, -0.78)
O (-0.15, 0.81, 1.56)
C (-0.54, -0.15, -1.47)
C (-0.24, -1.25, -0.55)
H (-0.86, -1.32, 0.35)
H (2.09, -0.46, 1.09)
H (1.21, -1.77, -1.64)
N (-0.64, 0.66, -2.29)

Properties
F_max   0.0257 hartree/bohr
Multiplicity   1
Orbital gap   10.5 eV
E_HOMO   -10.6 eV
SMILES   [H]/N=C\C#N.[H][H].C=O
Total charge   0

Charges per atom according to Löwdin partitioning, unit e:
1 C -0.126
2 H 0.092
3 H 0.070
4 H 0.025
5 N 0.126
6 O -0.088
7 C -0.211
8 C -0.265
9 H 0.104
10 H 0.039
11 H 0.073
12 N 0.162

***

(6)
The following is a DFT calculation (ωB97M-V/def2-TZVPD) of the molecule C3H6N2O in a non-equilibrium geometry.

Positions of all 12 atoms, in Å:
N (-0.74, -2.14, -1.11)
H (0.75, 1.76, -1.00)
H (1.30, 1.79, 1.21)
O (0.91, -0.63, -2.40)
N (-0.17, -1.11, -0.46)
C (0.69, 0.92, 0.98)
H (-0.60, -2.24, -2.07)
H (1.27, 0.05, 1.23)
C (0.63, -0.37, -1.26)
H (-0.32, 0.97, 1.30)
C (0.60, 0.84, -0.50)
H (-1.51, -2.72, -0.65)

Properties
F_max   0.0830 hartree/bohr
Multiplicity   1
Orbital gap (alpha / beta)   7.9 / 8.2 eV
E_HOMO (alpha / beta)   -8.4 / -8.4 eV
Total charge   0

Charges per atom according to Löwdin partitioning, unit e:
1 N 0.090
2 H 0.101
3 H 0.085
4 O 0.038
5 N 0.044
6 C -0.094
7 H 0.070
8 H 0.073
9 C -0.627
10 H 0.070
11 C 0.001
12 H 0.149

***

(7)
The following is a DFT calculation (ωB97M-V/def2-TZVPD) of the molecule C3H6N2O in a non-equilibrium geometry.

Positions of all 12 atoms, in Å:
H (-2.41, 0.54, 0.15)
H (-0.14, 1.66, 0.48)
H (1.17, 0.46, 1.21)
C (1.26, 0.29, 0.03)
C (-0.89, -0.38, -0.11)
H (2.33, 0.64, -0.30)
N (-2.23, -0.52, -0.09)
N (0.00, -1.41, -0.13)
O (1.35, -1.00, -0.28)
H (-0.38, 1.28, -1.26)
H (0.07, -2.32, 0.51)
C (-0.13, 0.79, -0.22)

Properties
F_max   0.1399 hartree/bohr
Multiplicity   1
Orbital gap   9.6 eV
E_HOMO   -8.9 eV
SMILES   [H]/N=C1\CCON1
Total charge   0

Charges per atom according to Löwdin partitioning, unit e:
1 H 0.073
2 H 0.137
3 H 0.146
4 C -0.298
5 C -0.510
6 H 0.170
7 N 0.089
8 N 0.065
9 O -0.093
10 H 0.166
11 H 0.225
12 C -0.172

***

(8)
The following is a DFT calculation (ωB97M-V/def2-TZVPD) of the molecule C3H6N2O.

Positions of all 12 atoms, in Å:
H (1.98, 0.27, -1.21)
H (0.54, 0.71, -2.26)
N (-0.92, 0.10, 1.81)
C (-0.20, 0.87, 0.91)
C (0.20, -1.06, -0.87)
H (-0.65, -1.45, -1.43)
H (0.80, -1.81, -0.36)
H (-1.43, -0.69, 1.45)
C (0.91, 0.19, -1.37)
H (-1.41, 0.65, 2.50)
O (0.15, 2.01, 1.11)
N (0.03, 0.21, -0.27)

Properties
F_max   0.0072 hartree/bohr
Multiplicity   1
Orbital gap   10.4 eV
E_HOMO   -9.5 eV
SMILES   NC(=O)N1CC1
Total charge   0

Charges per atom according to Löwdin partitioning, unit e:
1 H 0.113
2 H 0.109
3 N 0.150
4 C -0.586
5 C -0.097
6 H 0.103
7 H 0.110
8 H 0.092
9 C -0.084
10 H 0.100
11 O 0.052
12 N -0.063

***

(9)
The following is a DFT calculation (ωB97M-V/def2-TZVPD) of the molecule C3H6N2O.

Positions of all 12 atoms, in Å:
H (1.02, 0.92, 1.26)
O (-1.32, -0.59, -1.84)
H (0.49, 1.78, -0.77)
C (0.78, -0.14, 1.21)
C (0.11, -0.73, 0.03)
N (-0.63, -0.46, 1.25)
N (-0.20, 1.30, -1.31)
H (0.35, -1.77, -0.21)
H (-0.74, 1.81, -1.99)
H (-0.83, -1.32, 1.75)
H (1.47, -0.77, 1.76)
C (-0.51, -0.01, -1.14)

Properties
F_max   0.0063 hartree/bohr
Multiplicity   1
Orbital gap   10.5 eV
E_HOMO   -9.6 eV
SMILES   NC(=O)[C@H]1CN1
Total charge   0

Charges per atom according to Löwdin partitioning, unit e:
1 H 0.094
2 O 0.051
3 H 0.091
4 C -0.147
5 C -0.239
6 N 0.038
7 N 0.175
8 H 0.142
9 H 0.112
10 H 0.098
11 H 0.104
12 C -0.520

***

(10)
The following is a DFT calculation (ωB97M-V/def2-TZVPD) of a cluster of 2 separate species, C3H6N2O in total in a non-equilibrium geometry.

Positions of all 12 atoms, in Å:
C (0.70, 0.37, -0.02)
H (-0.92, -0.70, -0.35)
H (-4.28, -0.04, 0.59)
C (2.37, -1.68, -0.01)
H (-2.89, 0.02, -0.17)
H (3.09, -2.49, 0.06)
N (1.35, 1.58, 0.07)
O (-3.65, -0.58, 0.03)
H (0.80, 2.43, 0.09)
N (-0.54, 0.28, -0.32)
C (1.61, -0.76, 0.06)
H (2.37, 1.56, -0.03)

Properties
F_max   0.0376 hartree/bohr
Multiplicity   1
Orbital gap   10.5 eV
E_HOMO   -9.6 eV
SMILES   [H]/N=C(/N)C#C.O
Total charge   0

Charges per atom according to Löwdin partitioning, unit e:
1 C -0.537
2 H 0.075
3 H 0.062
4 C 0.126
5 H 0.000
6 H 0.045
7 N 0.108
8 O -0.114
9 H 0.100
10 N 0.106
11 C -0.079
12 H 0.107

***

(11)
The following is a DFT calculation (ωB97M-V/def2-TZVPD) of the molecule C3H6N2O.

Positions of all 12 atoms, in Å:
H (2.82, -0.03, -0.74)
H (-0.91, 1.55, 1.16)
H (1.66, 1.22, -0.45)
N (1.95, 0.26, -0.34)
C (-1.52, -0.54, 0.30)
O (1.19, -1.91, -0.38)
N (-0.15, -0.23, 0.37)
C (1.00, -0.73, -0.18)
H (-1.17, 1.47, -0.63)
C (-1.00, 0.90, 0.28)
H (-2.00, -0.91, 1.20)
H (-1.86, -1.05, -0.61)

Properties
F_max   0.0151 hartree/bohr
Multiplicity   1
Orbital gap   10.4 eV
E_HOMO   -9.5 eV
SMILES   NC(=O)N1CC1
Total charge   0

Charges per atom according to Löwdin partitioning, unit e:
1 H 0.102
2 H 0.107
3 H 0.093
4 N 0.160
5 C -0.080
6 O 0.055
7 N -0.071
8 C -0.591
9 H 0.102
10 C -0.097
11 H 0.101
12 H 0.118

***

(12)
The following is a DFT calculation (ωB97M-V/def2-TZVPD) of a cluster of 2 separate species, C3H6N2O in total in a non-equilibrium geometry.

Positions of all 12 atoms, in Å:
O (-0.18, -2.02, 0.29)
H (0.84, -2.55, -1.38)
H (-0.17, 1.89, 1.80)
N (-0.68, 0.71, 0.06)
C (0.09, 0.96, 1.27)
H (1.15, 1.00, 1.02)
H (-1.65, 0.47, 0.24)
H (-0.61, 1.45, -0.63)
C (0.35, -0.48, -1.48)
C (0.32, -1.78, -0.78)
H (-0.06, 0.12, 1.96)
N (0.60, 0.24, -2.37)

Properties
F_max   0.0225 hartree/bohr
Multiplicity   1
Orbital gap   9.1 eV
E_HOMO   -9.3 eV
SMILES   N#CC=O.CN
Total charge   0

Charges per atom according to Löwdin partitioning, unit e:
1 O 0.066
2 H 0.125
3 H 0.070
4 N -0.077
5 C -0.155
6 H 0.079
7 H 0.094
8 H 0.075
9 C -0.251
10 C -0.239
11 H 0.072
12 N 0.141

***

(13)
The following is a DFT calculation (ωB97M-V/def2-TZVPD) of a cluster of 2 separate species, C3H6N2O in total.

Positions of all 12 atoms, in Å:
N (-2.06, -1.29, 0.32)
O (1.09, 0.31, 1.27)
H (0.18, 0.02, 1.00)
H (-2.58, -1.98, -0.20)
C (-1.25, -0.39, -0.18)
C (1.77, 0.45, -1.02)
H (-2.16, -1.35, 1.33)
H (0.60, 1.87, -0.02)
N (1.98, -0.13, -2.00)
C (1.43, 1.18, 0.23)
H (-1.27, -0.48, -1.28)
H (2.29, 1.78, 0.54)

Properties
F_max   0.0189 hartree/bohr
Multiplicity   1
Orbital gap   10.1 eV
E_HOMO   -9.5 eV
Total charge   0

Charges per atom according to Löwdin partitioning, unit e:
1 N 0.011
2 O -0.109
3 H -0.004
4 H 0.104
5 C 0.002
6 C -0.206
7 H 0.098
8 H 0.114
9 N 0.129
10 C -0.301
11 H 0.041
12 H 0.120

***

(14)
The following is a DFT calculation (ωB97M-V/def2-TZVPD) of the molecule C3H6N2O in a non-equilibrium geometry.

Positions of all 12 atoms, in Å:
H (-1.72, 0.20, 0.39)
C (0.22, -0.70, -0.10)
H (0.79, -0.69, -1.03)
H (2.09, -0.70, 0.76)
H (-0.33, -1.64, -0.06)
O (-0.23, 1.63, 0.46)
C (-1.15, 0.79, -1.53)
N (1.13, -0.52, 1.03)
C (-0.79, 0.49, -0.12)
H (0.49, 1.27, 1.01)
N (-1.40, 0.99, -2.64)
H (0.90, -1.12, 1.82)

Properties
F_max   0.0217 hartree/bohr
Multiplicity   1
Orbital gap   11.2 eV
E_HOMO   -10.6 eV
SMILES   N#C[C@H](O)CN
Total charge   0

Charges per atom according to Löwdin partitioning, unit e:
1 H 0.143
2 C -0.198
3 H 0.120
4 H 0.086
5 H 0.119
6 O -0.034
7 C -0.163
8 N -0.002
9 C -0.387
10 H 0.073
11 N 0.155
12 H 0.088

***

(15)
The following is a DFT calculation (ωB97M-V/def2-TZVPD) of the molecule C3H6N2O in a non-equilibrium geometry.

Positions of all 12 atoms, in Å:
C (-0.33, 0.72, -1.72)
H (0.89, -1.58, 1.05)
C (0.30, -0.65, 1.41)
H (-0.03, 0.32, 3.16)
N (0.35, 0.18, -0.66)
H (-1.22, 1.39, -1.36)
O (-0.11, 0.39, -2.90)
H (-1.25, -0.89, 2.95)
C (-0.12, -0.70, 2.82)
N (-0.07, 0.30, 0.61)
H (0.39, -1.38, 3.48)
H (1.02, -0.52, -0.75)

Properties
F_max   0.0633 hartree/bohr
Multiplicity   1
Orbital gap   10.1 eV
E_HOMO   -9.3 eV
SMILES   C/C=N/NC=O
Total charge   0

Charges per atom according to Löwdin partitioning, unit e:
1 C -0.297
2 H 0.140
3 C -0.213
4 H 0.065
5 N -0.027
6 H 0.155
7 O -0.023
8 H 0.109
9 C -0.102
10 N 0.021
11 H 0.064
12 H 0.110

***

(16)
The following is a DFT calculation (ωB97M-V/def2-TZVPD) of a structure of composition C3H6N2O in a non-equilibrium geometry.

Positions of all 12 atoms, in Å:
H (-1.32, 0.40, 0.63)
H (0.84, -0.44, 2.96)
O (1.70, -0.24, 0.52)
N (-0.16, -0.22, 2.86)
C (-0.61, 0.18, -1.79)
H (-1.33, -0.63, -1.88)
C (0.38, -0.14, 0.46)
N (-0.30, 0.49, -0.43)
C (-0.56, -0.19, 1.67)
H (2.08, -0.20, -0.38)
H (0.29, -0.09, -2.36)
H (-1.03, 1.07, -2.26)

Properties
F_max   0.0468 hartree/bohr
Multiplicity   1
Orbital gap   8.4 eV
E_HOMO   -8.5 eV
Total charge   0

Charges per atom according to Löwdin partitioning, unit e:
1 H 0.187
2 H 0.045
3 O 0.122
4 N 0.076
5 C -0.107
6 H 0.083
7 C -0.417
8 N -0.051
9 C -0.218
10 H 0.130
11 H 0.070
12 H 0.080

***

(17)
The following is a DFT calculation (ωB97M-V/def2-TZVPD) of the molecule C3H6N2O.

Positions of all 12 atoms, in Å:
C (1.01, -0.48, -1.33)
C (-0.77, 1.02, 1.13)
H (-0.74, 2.10, 1.19)
H (-0.99, -0.68, 2.21)
O (1.31, -0.71, -2.67)
H (1.66, 0.33, -1.00)
H (-1.63, 0.66, 2.93)
C (-0.64, 0.45, -0.05)
H (1.22, -1.37, -0.71)
N (-0.86, 0.32, 2.36)
N (-0.40, -0.13, -1.11)
H (0.83, -1.51, -2.94)

Properties
F_max   0.0116 hartree/bohr
Multiplicity   1
Orbital gap   8.9 eV
E_HOMO   -8.1 eV
SMILES   NC=C=NCO
Total charge   0

Charges per atom according to Löwdin partitioning, unit e:
1 C -0.308
2 C -0.205
3 H 0.106
4 H 0.076
5 O -0.042
6 H 0.124
7 H 0.070
8 C -0.129
9 H 0.123
10 N 0.009
11 N 0.087
12 H 0.089

***

(18)
The following is a DFT calculation (ωB97M-V/def2-TZVPD) of a cluster of 2 separate species, C3H6N2O in total in a non-equilibrium geometry.

Positions of all 12 atoms, in Å:
C (0.98, 0.36, 0.71)
C (0.06, 1.98, -0.33)
N (0.92, 1.68, 0.68)
H (-1.10, 0.78, -1.73)
H (-1.03, -2.69, 0.76)
O (-0.90, -3.25, -0.01)
C (-0.52, 0.85, -0.83)
H (-0.12, 2.99, -0.67)
H (-1.77, -3.50, -0.32)
N (0.04, -0.20, -0.14)
H (0.10, -1.17, -0.40)
H (1.31, -0.11, 1.65)

Properties
F_max   0.0431 hartree/bohr
Multiplicity   1
Orbital gap   9.5 eV
E_HOMO   -8.9 eV
SMILES   c1c[nH]cn1.O
Total charge   0

Charges per atom according to Löwdin partitioning, unit e:
1 C -0.210
2 C -0.178
3 N 0.033
4 H 0.101
5 H 0.038
6 O -0.052
7 C -0.124
8 H 0.090
9 H 0.035
10 N 0.035
11 H 0.112
12 H 0.119

***

(19)
The following is a DFT calculation (ωB97M-V/def2-TZVPD) of a cluster of 2 separate species, C3H6N2O in total in a non-equilibrium geometry.

Positions of all 12 atoms, in Å:
C (0.68, -1.03, 0.72)
H (1.62, -0.91, 1.26)
H (1.50, 0.64, -1.22)
H (-1.83, -0.21, 1.90)
H (-0.55, -2.29, -0.06)
H (-1.75, 1.23, 0.68)
H (0.88, 1.25, -2.78)
C (0.66, 1.14, -1.71)
N (-0.11, 0.12, 0.82)
C (-1.29, 0.38, 1.16)
N (0.34, -2.22, 0.44)
O (-0.16, 1.90, -1.20)

Properties
F_max   0.0772 hartree/bohr
Multiplicity   1
Orbital gap   9.4 eV
E_HOMO   -9.0 eV
SMILES   [H]/N=C\N=C.C=O
Total charge   0

Charges per atom according to Löwdin partitioning, unit e:
1 C -0.345
2 H 0.105
3 H 0.067
4 H 0.081
5 H 0.040
6 H 0.067
7 H 0.076
8 C -0.121
9 N -0.012
10 C -0.008
11 N 0.084
12 O -0.035